[1]
Computed, not measured: the ion C5H12NO with charge -2, with the ωB97M-V functional and the def2-TZVPD basis.

XYZ file:
```
19
Properties=species:S:1:pos:R:3:forces:R:3:mulliken_charge:R:1
C 0.849 -0.170 1.851 1.419 -0.431 0.032 -3.33
C -0.272 -0.387 0.860 -3.628 0.340 -2.107 1.09
C -0.677 0.909 -0.090 0.126 -4.421 0.513 -1.51
C -0.298 0.572 -1.530 -0.210 1.261 -0.800 -0.65
C 1.165 0.205 -1.869 0.964 -0.454 0.087 -0.65
O 1.632 -0.963 -1.327 -0.358 0.975 -0.377 -0.78
N -1.639 -0.957 1.403 1.511 1.668 0.957 -2.81
H 1.864 0.016 1.309 -1.830 0.037 0.592 0.28
H 1.068 -1.121 2.366 -0.162 0.066 0.019 0.75
H 0.700 0.577 2.680 -0.149 -0.443 -1.064 1.09
H -0.164 -1.060 -0.005 1.817 -0.220 1.218 0.39
H -0.180 1.716 0.309 1.054 2.215 0.553 0.29
H -1.747 0.994 -0.038 -0.519 0.407 0.342 0.75
H -0.831 -0.268 -2.002 -0.487 -0.010 0.741 0.30
H -0.671 1.478 -2.094 0.684 -0.566 -0.174 0.37
H 1.818 1.117 -1.666 -0.211 -0.229 0.215 0.21
H 1.181 0.149 -2.991 -0.122 0.224 -0.245 0.30
H -1.579 -1.582 2.220 -0.067 0.104 -0.983 0.94
H -2.219 -1.226 0.613 0.168 -0.523 0.480 0.96
```
Forces are in eV/Å.

Calculated values
- Spin multiplicity: 2
- Strongest force on any atom: 4.452 eV/Å
- Highest occupied orbital energy (spin up / spin down): 4.461 / 0.495 eV
- ΔE to the lowest compared entry with this formula, charge and spin: 40.8 kcal/mol
- E_LUMO (spin up / spin down): 7.16 / 7.07 eV
- Net charge: -2
- <S²>: 0.750
- Total energy: -8910.88603 eV

=====

[2]
Computed, not measured: a structure of composition C14H16CaN2O3S2, with the ωB97M-V functional and the def2-TZVPD basis.

XYZ file:
```
38
Properties=species:S:1:pos:R:3:forces:R:3:mulliken_charge:R:1
Ca -0.029 0.491 0.564 -0.283 -0.284 0.176 1.16
C -2.906 2.114 -0.067 0.091 -0.054 0.147 -0.92
O -2.020 1.834 1.029 -0.137 -0.071 0.011 -0.31
C -2.716 1.465 2.220 -0.022 0.118 -0.222 -0.35
C -1.692 1.235 3.298 0.151 -0.170 0.121 -0.70
O -0.802 0.175 2.931 -0.103 0.157 0.036 -0.33
C -1.242 -1.143 3.295 0.003 0.269 0.042 -0.33
C -0.702 -2.083 2.254 -0.006 -0.210 -0.163 -0.82
O -1.201 -1.724 0.968 0.216 0.207 0.175 -0.10
C -2.403 -2.378 0.589 0.023 0.022 -0.049 -0.86
H -3.556 2.950 0.193 -0.016 0.029 -0.027 0.31
H -3.508 1.231 -0.293 -0.039 -0.002 -0.017 0.36
H -2.292 2.360 -0.927 0.026 0.006 -0.013 0.32
H -3.303 0.559 2.030 -0.022 -0.019 0.006 0.21
H -3.402 2.263 2.514 -0.006 0.033 0.012 0.47
H -2.182 1.015 4.249 -0.001 -0.023 0.021 0.42
H -1.077 2.124 3.433 0.008 0.016 -0.020 0.34
H -2.334 -1.168 3.322 -0.020 -0.048 -0.019 0.37
H -0.859 -1.389 4.288 0.005 -0.017 0.033 0.36
H -0.953 -3.118 2.499 -0.041 -0.011 -0.021 0.46
H 0.387 -2.012 2.198 0.009 0.043 -0.009 0.27
H -2.265 -3.460 0.613 -0.008 -0.015 0.001 0.32
H -2.623 -2.071 -0.430 0.017 0.021 -0.015 0.23
H -3.235 -2.102 1.245 -0.008 -0.012 0.010 0.33
S -0.089 0.116 -2.000 0.195 0.089 -0.234 -0.60
C 1.667 0.149 -2.289 -0.106 -0.029 0.024 0.59
C 2.057 0.342 -3.620 -0.153 -0.004 0.026 -0.90
C 3.380 0.358 -4.019 0.040 0.079 -0.386 0.45
C 3.697 0.561 -5.414 -0.023 -0.089 0.301 -0.12
N 3.932 0.715 -6.529 -0.017 0.019 0.017 -0.52
C 4.379 0.180 -3.058 0.413 -0.026 -0.025 0.49
C 4.014 0.002 -1.737 -0.030 -0.017 0.151 -0.93
C 2.680 -0.019 -1.313 -0.008 -0.022 0.122 0.61
S 2.444 -0.263 0.435 0.203 -0.001 -0.241 -0.64
C 5.780 0.173 -3.412 -0.335 0.030 -0.030 -0.11
N 6.894 0.165 -3.695 0.000 -0.002 0.043 -0.52
H 1.286 0.479 -4.366 -0.005 -0.005 0.013 0.50
H 4.790 -0.128 -0.995 -0.010 -0.008 0.003 0.48
```
Forces are in eV/Å.

Calculated values
- Strongest force on any atom: 0.437 eV/Å
- Highest occupied orbital energy: -7.135 eV
- ΔE to the lowest compared entry with this formula, charge and spin: 0.0 kcal/mol
- E_LUMO: -0.28 eV
- Total energy: -64010.32223 eV

=====

[3]
Computed, not measured: a structure of composition C27H14FI2N5ORuS, with the ωB97M-V functional and the def2-TZVPD basis.

XYZ file:
```
52
Properties=species:S:1:pos:R:3:forces:R:3:mulliken_charge:R:1
Ru -0.334 0.137 -0.196 0.487 0.163 0.058 -0.02
S 4.384 -5.380 -2.061 0.003 0.000 0.061 0.25
N 2.797 -5.432 -1.815 -0.011 0.000 -0.063 -0.62
C 2.398 -4.185 -1.621 0.054 0.035 0.026 0.70
C 1.037 -3.765 -1.356 0.004 0.058 0.022 0.26
C -0.066 -4.623 -1.384 -0.035 -0.022 -0.009 -0.59
C -1.315 -4.095 -1.166 0.023 -0.020 -0.012 -1.11
C -1.443 -2.741 -0.863 0.124 0.002 0.119 -0.23
N -0.402 -1.917 -0.783 -0.075 -0.162 0.069 0.16
C 0.824 -2.417 -1.084 -0.027 0.056 -0.091 -0.36
C 1.900 -1.448 -1.212 0.017 -0.048 0.026 0.23
N 1.565 -0.144 -1.066 -0.526 0.047 -0.056 -0.04
C 2.493 0.798 -1.235 0.048 0.097 -0.016 -0.18
C 3.808 0.488 -1.556 -0.035 0.006 -0.009 -0.96
C 4.169 -0.835 -1.696 -0.022 -0.027 0.041 -0.29
C 3.202 -1.831 -1.523 0.025 0.064 -0.029 0.38
C 3.455 -3.246 -1.686 -0.028 -0.064 0.039 0.73
N 4.634 -3.797 -1.924 -0.006 0.008 -0.084 -0.64
H 0.080 -5.673 -1.605 -0.002 -0.004 0.015 0.58
H -2.202 -4.709 -1.220 -0.004 0.003 0.014 0.47
H -2.414 -2.314 -0.676 -0.069 0.017 -0.004 0.75
H 2.176 1.823 -1.106 0.006 -0.013 0.008 0.50
H 4.523 1.285 -1.693 0.006 -0.001 0.014 0.46
H 5.184 -1.122 -1.941 0.001 0.002 -0.011 0.58
I 0.219 -0.858 4.753 -0.001 0.044 -0.037 0.17
C 0.198 0.939 3.736 0.012 -0.020 0.069 -0.52
C 0.332 2.163 4.439 -0.002 0.001 0.048 -0.25
C 0.334 3.375 3.802 0.008 0.069 0.021 -0.37
I 0.535 5.106 4.929 0.001 -0.042 -0.026 0.22
C 0.196 3.442 2.378 -0.025 -0.161 -0.046 0.32
C 0.211 4.598 1.581 -0.001 0.051 0.046 -0.53
C 0.076 4.491 0.215 0.001 0.060 -0.027 -1.30
C -0.087 3.237 -0.370 -0.062 -0.044 0.066 -0.28
N -0.113 2.124 0.350 0.097 0.023 0.158 0.21
C 0.037 2.222 1.703 0.016 -0.005 -0.068 0.77
C 0.052 0.989 2.377 -0.036 0.177 -0.298 0.71
O -0.069 -0.107 1.579 -0.094 -0.356 0.242 -0.51
H 0.437 2.124 5.514 0.000 -0.003 0.001 0.37
H 0.332 5.570 2.042 -0.001 -0.008 0.010 0.27
H 0.092 5.370 -0.412 -0.013 -0.008 -0.011 0.43
H -0.207 3.134 -1.442 0.029 0.011 -0.002 0.69
F -6.315 1.024 -0.505 -0.021 0.007 0.004 -0.29
C -5.008 0.821 -0.466 0.037 -0.013 0.014 0.31
C -4.188 1.599 -1.271 -0.054 -0.032 0.009 -0.76
C -2.823 1.398 -1.206 0.202 0.011 -0.012 -0.23
C -2.283 0.399 -0.387 -0.174 -0.021 -0.281 0.76
C -3.148 -0.385 0.398 0.156 0.006 0.035 -0.42
C -4.509 -0.154 0.385 -0.043 0.072 -0.043 -0.78
H -4.626 2.351 -1.912 0.008 -0.005 -0.011 0.49
H -2.183 2.018 -1.822 -0.005 -0.002 -0.021 0.29
H -2.751 -1.136 1.070 -0.006 -0.001 0.025 0.78
H -5.190 -0.714 1.012 0.013 -0.007 0.005 0.47
```
Forces are in eV/Å.

Calculated values
- Strongest force on any atom: 0.531 eV/Å
- Highest occupied orbital energy (spin up / spin down): -13.768 / -13.769 eV
- ΔE to the lowest compared entry with this formula, charge and spin: 12.1 kcal/mol
- E_LUMO (spin up / spin down): -8.25 / -8.24 eV
- Net charge: +2
- Total energy: -70046.17590 eV

=====

[4]
Computed, not measured: a structure of composition C24H45NP2PbSi, with the ωB97M-V functional and the def2-TZVPD basis.

XYZ file:
```
74
Properties=species:S:1:pos:R:3:forces:R:3:mulliken_charge:R:1
P 0.272 -2.544 -3.550 -1.948 1.687 -0.361 0.52
P 0.374 1.528 -3.252 -1.967 -0.365 -1.430 1.33
C -0.074 -1.034 -4.520 0.361 -1.082 -0.796 -0.58
C 0.878 0.156 -4.362 0.639 0.560 -0.374 -1.05
H -1.104 -0.749 -4.210 -0.188 -0.160 0.487 -0.05
H -0.123 -1.338 -5.577 0.193 0.229 0.087 0.69
H 1.917 -0.107 -4.109 -0.274 -0.021 -0.134 0.45
H 0.915 0.664 -5.335 0.269 -0.178 0.089 0.56
C -0.301 2.798 -4.380 0.177 0.051 -0.005 -1.56
H -0.652 3.674 -3.824 0.079 -0.234 0.103 0.43
H -1.134 2.436 -4.991 0.209 -0.174 0.253 0.37
H 0.520 3.115 -5.022 -0.031 0.099 -0.192 0.51
C 1.853 2.356 -2.594 0.165 -0.173 0.371 -1.42
H 2.189 3.089 -3.346 -0.184 -0.287 0.286 0.42
H 2.669 1.637 -2.419 -0.372 0.213 0.048 0.42
H 1.624 2.887 -1.658 0.028 -0.191 -0.283 0.38
C -0.488 -3.970 -4.324 0.277 -0.274 -0.568 -1.32
H -0.270 -4.857 -3.712 -0.020 0.177 -0.080 0.38
H -0.054 -4.107 -5.320 -0.148 -0.170 0.076 0.44
H -1.576 -3.857 -4.406 0.360 0.196 0.127 0.39
C 2.051 -2.832 -3.503 0.579 -0.508 -0.178 -1.25
H 2.619 -1.907 -3.312 -0.318 -0.429 0.007 0.42
H 2.348 -3.229 -4.494 0.014 0.121 0.497 0.41
H 2.295 -3.579 -2.729 -0.040 0.273 -0.283 0.37
Pb 1.737 -0.486 1.802 -1.026 0.722 1.227 0.81
C -1.109 1.008 -2.303 -0.159 0.124 2.406 0.58
C -2.236 0.371 -2.975 0.601 0.152 -2.155 -1.34
C -3.412 -0.052 -2.174 0.159 -0.198 0.693 -1.19
C -3.071 -1.355 -1.337 -0.189 0.862 -0.635 -0.22
C -2.175 -2.158 -2.179 -0.192 -1.738 -1.230 -1.37
C -0.757 -2.279 -2.026 0.744 -0.503 1.806 1.13
C 0.079 -1.125 -1.291 -0.364 -1.140 -0.159 -0.49
C -0.547 0.231 -1.021 0.039 0.748 -0.006 -1.13
C 1.186 -2.082 3.301 -0.072 -0.486 -0.826 -1.42
H -1.489 1.979 -1.927 0.815 0.726 0.677 0.60
H -2.404 0.664 -4.015 -0.192 0.320 0.209 0.26
H -4.223 -0.326 -2.866 0.164 0.226 0.200 0.41
H -3.758 0.753 -1.505 -0.411 0.097 0.162 0.24
H -2.575 -1.113 -0.389 -0.409 0.026 -0.016 -0.28
H -3.991 -1.918 -1.088 0.318 0.289 -0.054 0.52
H -2.663 -2.786 -2.939 0.270 -0.011 0.486 -0.05
H -0.533 -3.241 -1.501 0.982 -0.059 0.278 0.58
H 0.997 -0.976 -1.887 0.005 0.217 0.287 0.19
H 0.444 -1.584 -0.357 -0.149 0.229 -0.106 -0.33
H -1.290 0.185 -0.207 0.138 0.135 -0.682 0.01
H 0.272 0.849 -0.616 -0.094 0.071 0.142 0.55
H 1.990 -2.134 4.030 0.165 -0.153 0.068 0.31
H 1.133 -2.999 2.700 0.012 -0.146 0.558 0.46
H 0.241 -1.892 3.814 0.139 0.110 -0.206 0.38
C 3.684 1.051 3.608 0.284 0.116 -0.253 -1.28
Si 2.063 1.513 4.419 -1.861 -0.633 -0.574 0.19
C 2.072 0.672 6.081 0.223 0.122 0.477 -0.96
C 2.000 3.372 4.507 0.250 0.557 0.153 -1.05
N 0.724 0.879 3.448 1.792 0.541 -0.450 -0.04
C -0.590 0.916 3.849 -0.037 -0.409 -0.005 0.78
C -1.577 0.178 3.138 -0.004 0.169 0.576 -0.02
C -2.883 0.114 3.613 0.084 0.107 0.268 -0.72
C -3.243 0.750 4.808 -0.001 0.046 0.062 -0.52
C -2.284 1.484 5.517 0.092 -0.116 -0.342 -0.90
C -0.985 1.608 5.030 -0.201 -0.408 -0.160 -0.16
H 4.406 1.683 4.150 0.036 -0.278 -0.255 0.32
H 3.751 1.320 2.541 0.143 0.019 0.312 0.37
H 3.988 0.004 3.747 -0.029 0.186 -0.012 0.30
H 2.992 0.968 6.607 -0.217 -0.163 0.101 0.36
H 1.208 0.937 6.701 0.256 0.003 -0.092 0.36
H 2.062 -0.421 5.982 0.082 0.216 -0.101 0.26
H 1.819 3.784 3.506 0.122 -0.130 0.108 0.31
H 1.195 3.765 5.138 0.159 -0.160 -0.030 0.34
H 2.951 3.787 4.880 -0.259 -0.036 -0.084 0.34
H -1.287 -0.435 2.276 -0.078 0.396 0.158 -0.02
H -3.623 -0.471 3.067 0.152 0.127 0.101 0.41
H -4.257 0.661 5.204 0.307 0.017 -0.199 0.34
H -2.535 1.945 6.474 -0.031 -0.049 -0.309 0.36
H -0.242 2.166 5.611 -0.420 -0.221 -0.322 0.17
```
Forces are in eV/Å.

Calculated values
- Strongest force on any atom: 2.602 eV/Å
- Highest occupied orbital energy (spin up / spin down): -3.488 / -3.489 eV
- ΔE to the lowest compared entry with this formula, charge and spin: 139.4 kcal/mol
- E_LUMO (spin up / spin down): -0.45 / -0.45 eV
- Total energy: -58802.86648 eV